# C61H49N3O5P2PdS3Se2

A structure of composition C61H49N3O5P2PdS3Se2 (wB97M-V/def2-TZVPD, OMol25).

Structure (XYZ):
```
126
Properties=species:S:1:pos:R:3:forces:R:3
Pd 1.138 0.293 0.110 0.7 0.3 0.7
C -3.976 0.213 7.999 0.0 0.0 0.0
C -3.281 0.223 6.664 0.0 0.0 0.0
C -3.198 -0.932 5.894 0.0 0.0 0.0
C -2.567 -0.916 4.658 0.1 -0.1 0.1
C -2.032 0.266 4.175 -0.2 -0.3 -0.1
C -2.076 1.422 4.937 -0.1 0.0 0.0
C -2.703 1.392 6.172 0.0 0.1 0.0
S -1.200 0.322 2.566 0.0 0.7 0.1
O -0.463 1.604 2.657 0.0 -0.1 0.0
C -2.706 0.756 1.595 0.0 0.0 0.2
C -2.817 2.127 1.299 -0.1 -0.1 0.0
C -3.869 2.573 0.558 0.0 0.0 0.0
C -4.834 1.671 0.058 0.0 0.1 0.0
C -5.911 2.114 -0.752 0.0 0.0 0.0
C -6.811 1.232 -1.274 0.0 -0.1 0.0
C -6.670 -0.152 -1.019 0.0 0.0 0.0
C -5.647 -0.608 -0.238 0.0 0.0 0.1
C -4.710 0.291 0.340 0.1 -0.1 -0.1
C -3.621 -0.162 1.144 0.0 0.0 0.0
C -3.498 -1.621 1.436 -0.1 0.0 0.1
C -4.418 -2.249 2.342 0.1 0.1 0.0
C -5.421 -1.514 3.023 0.0 0.0 0.0
C -6.255 -2.127 3.914 0.0 0.0 0.0
C -6.129 -3.509 4.175 0.0 0.1 0.0
C -5.165 -4.238 3.539 0.0 0.0 0.0
C -4.283 -3.627 2.615 0.1 -0.1 0.0
C -3.238 -4.365 1.988 0.0 0.0 0.0
C -2.372 -3.757 1.138 -0.1 0.1 0.0
C -2.523 -2.378 0.849 -0.2 -0.1 -0.1
S -1.341 -1.569 -0.255 0.3 -0.1 0.2
O -0.032 -2.042 0.286 -0.1 0.1 -0.2
C -1.692 -2.583 -1.686 -0.1 0.0 0.0
C -0.701 -3.433 -2.134 0.0 0.0 0.0
C -0.925 -4.165 -3.294 0.0 0.0 0.0
C -2.113 -4.041 -4.005 0.0 0.0 0.0
C -2.330 -4.800 -5.287 0.0 0.0 0.0
C -3.089 -3.164 -3.532 0.0 0.0 0.0
C -2.883 -2.428 -2.378 0.0 -0.1 0.0
H -4.072 -0.802 8.386 0.0 0.0 0.0
H -4.981 0.635 7.924 0.0 0.0 0.0
H -3.429 0.806 8.734 0.0 0.0 0.0
H -3.629 -1.857 6.261 0.0 0.0 0.0
H -2.477 -1.830 4.084 0.0 0.0 0.0
H -1.603 2.316 4.550 0.0 0.0 0.0
H -2.738 2.296 6.771 0.0 0.0 0.0
H -2.031 2.786 1.640 0.0 0.0 0.0
H -3.948 3.624 0.307 0.0 0.0 0.0
H -5.991 3.175 -0.960 0.0 0.0 0.0
H -7.626 1.585 -1.893 0.0 0.0 0.0
H -7.370 -0.854 -1.453 0.0 0.0 0.0
H -5.539 -1.671 -0.058 0.0 0.0 0.0
H -5.506 -0.452 2.837 0.0 0.0 0.0
H -7.010 -1.548 4.430 0.0 0.0 0.0
H -6.791 -3.984 4.888 0.0 0.0 0.0
H -5.050 -5.298 3.738 0.0 0.0 0.0
H -3.146 -5.423 2.209 0.0 0.0 0.0
H -1.561 -4.297 0.665 0.0 0.0 0.0
H 0.241 -3.464 -1.598 0.0 0.0 0.0
H -0.148 -4.825 -3.664 0.0 0.0 0.0
H -1.702 -5.691 -5.331 0.0 0.0 0.0
H -2.085 -4.183 -6.155 0.0 0.0 0.0
H -3.371 -5.113 -5.391 0.0 0.0 0.0
H -4.014 -3.045 -4.086 0.0 0.0 0.0
H -3.637 -1.731 -2.027 0.0 0.0 0.0
Se 3.738 6.268 -0.618 0.0 0.1 0.0
P 1.634 6.069 -0.618 0.0 0.1 0.0
C 0.860 6.965 0.783 0.0 -0.1 0.1
C -0.529 6.972 0.917 0.0 0.0 0.0
C -1.117 7.589 2.009 0.0 0.0 0.0
C -0.326 8.199 2.978 0.0 0.0 0.0
C 1.053 8.194 2.843 0.0 0.0 0.0
C 1.645 7.576 1.748 0.0 0.1 0.0
C 0.959 6.918 -2.087 0.0 0.0 0.0
C 0.596 8.257 -2.038 0.0 0.0 0.0
C 0.196 8.921 -3.191 0.0 0.0 0.0
C 0.164 8.249 -4.403 0.0 0.0 0.0
C 0.530 6.908 -4.455 0.0 0.0 0.0
C 0.923 6.246 -3.306 0.0 0.0 0.0
C 0.835 4.482 -0.652 -0.1 0.1 -0.1
C 1.054 3.167 -0.223 0.2 -0.1 0.0
N -0.100 2.511 -0.443 0.1 0.0 -0.2
N -0.969 3.348 -1.000 -0.1 0.0 0.2
N -0.439 4.543 -1.128 0.0 -0.1 0.0
P 2.425 2.135 0.530 -0.8 0.0 -0.2
Se 2.819 0.248 1.858 -0.1 -0.1 -0.1
C 2.815 3.376 1.841 0.1 -0.2 0.1
C 1.781 3.854 2.644 0.0 0.0 -0.1
C 2.050 4.710 3.701 0.0 0.0 0.0
C 3.353 5.116 3.961 0.0 0.0 0.0
C 4.384 4.652 3.157 0.0 0.0 0.0
C 4.117 3.780 2.112 0.0 0.0 0.0
C 3.816 2.272 -0.653 0.1 0.0 0.0
C 4.982 1.537 -0.441 0.0 0.0 0.0
C 6.049 1.637 -1.321 0.0 0.0 0.0
C 5.964 2.466 -2.431 0.0 0.0 0.0
C 4.803 3.189 -2.655 0.0 0.0 0.0
C 3.738 3.089 -1.773 -0.1 -0.1 0.0
H -1.134 6.472 0.169 0.0 0.0 0.0
H -2.196 7.584 2.112 0.0 0.0 0.0
H -0.787 8.663 3.842 0.0 0.0 0.0
H 1.677 8.655 3.600 0.0 0.0 0.0
H 2.723 7.551 1.635 0.0 0.0 0.0
H 0.622 8.790 -1.095 0.0 0.0 0.0
H -0.091 9.965 -3.138 0.0 0.0 0.0
H -0.148 8.763 -5.304 0.0 0.0 0.0
H 0.498 6.372 -5.396 0.0 0.0 0.0
H 1.183 5.195 -3.346 0.0 0.0 0.0
H 0.766 3.532 2.449 0.0 0.0 0.0
H 1.233 5.073 4.315 0.0 0.0 0.0
H 3.562 5.796 4.781 0.0 0.0 0.0
H 5.403 4.979 3.336 0.0 0.0 0.0
H 4.930 3.424 1.490 0.0 0.0 0.0
H 5.029 0.872 0.411 0.0 0.0 0.0
H 6.947 1.057 -1.138 0.0 0.0 0.0
H 6.795 2.540 -3.124 0.0 0.0 0.0
H 4.718 3.838 -3.518 0.0 0.0 0.0
H 2.827 3.632 -1.976 0.1 -0.1 0.0
C 1.098 -0.882 -4.401 0.0 0.0 -0.1
S 1.303 -0.335 -2.708 -0.3 -0.1 -0.4
O 1.966 0.949 -2.818 0.0 0.0 0.0
O 2.054 -1.391 -2.051 0.2 -0.1 -0.1
O -0.083 -0.236 -2.202 0.2 0.0 0.1
H 2.030 -0.696 -4.932 0.0 0.0 0.0
H 0.287 -0.315 -4.854 0.0 0.0 0.0
H 0.862 -1.945 -4.409 0.0 0.0 0.0
```
Positions in Å, forces in eV/Å.

The value obtained for the LUMO energy is 3.47 eV. The energy above the lowest of the compared OMol25 structures with the same formula, charge and spin comes out at 0.0 kcal per mole. Its net charge is -2. The frontier orbital gap is 4.81 eV. Its total energy is -9702.4988 hartree.

Atomic partial charges in e from the Mulliken method, atoms 1 to 2: number 1, Pd, carries 0.3868; number 2, C, carries -1.5675